DFT (ωB97M-V/def2-TZVPD) results for a cluster of 2 separate species, C2H4INS in total.

Properties
Max |F|, eV Å⁻¹: 3.6
Kohn-Sham gap (spin up / spin down), eV: 6.91 / 6.50
HOMO energy (spin up / spin down), eV: -9.54 / -9.80
Energy above the lowest of the compared OMol25 structures with the same formula, charge and spin, kJ/mol: 203.5

Last column: Löwdin charge in e.
CARTESIAN COORDINATES (ANGSTROEM)
C -0.293 0.338 -0.544  -0.96
C 0.100 -0.992 0.056  -0.15
N 0.355 0.813 -1.513  0.09
S -1.785 0.880 0.191  0.73
I 1.010 1.156 3.041  0.14
H -0.646 -1.287 0.715  0.01
H 0.947 -0.721 0.801  0.03
H 0.300 -1.755 -0.655  0.07
H 0.012 1.568 -2.093  0.05

Cartesian forces (eV/Å) of the 2 atoms listed first:
C -0.18 -0.68 -0.95
C 2.27 2.35 1.62


DFT (ωB97M-V/def2-TZVPD) results for a structure of composition C2H4IO3P.

Properties
Net charge: -2
Max |F|, eV Å⁻¹: 2.8
Kohn-Sham gap, eV: 4.92
HOMO energy, eV: 0.57
Energy above the lowest of the compared OMol25 structures with the same formula, charge and spin, kJ/mol: 318.5

Last column: Löwdin charge in e.
CARTESIAN COORDINATES (ANGSTROEM)
C -0.616 -1.257 0.575  -0.16
C 0.732 -0.556 0.386  -0.67
O 1.597 -0.399 1.247  -0.17
O 1.511 2.295 -0.855  -0.53
O -0.443 2.337 0.645  -0.52
P 0.311 1.589 -0.371  0.12
I -1.305 1.836 -2.579  -0.28
H -0.467 -2.357 0.668  0.05
H -1.335 -1.080 1.345  0.04
H -1.027 -1.300 -0.456  0.05
H 1.042 -1.109 -0.604  0.09

Cartesian forces (eV/Å) of the 2 atoms listed first:
C -0.20 -1.55 -1.50
C -0.34 -1.33 -2.39


DFT (ωB97M-V/def2-TZVPD) results for a cluster of 2 separate species, C2H4IO3S in total.

Properties
Net charge: -1
Max |F|, eV Å⁻¹: 3.1
Kohn-Sham gap, eV: 7.66
HOMO energy, eV: -5.09
Energy above the lowest of the compared OMol25 structures with the same formula, charge and spin, kJ/mol: 0.0

Last column: Löwdin charge in e.
CARTESIAN COORDINATES (ANGSTROEM)
C 1.321 0.801 -0.952  -0.11
C 2.060 0.379 0.073  -0.70
O -1.907 -1.689 -0.548  -0.49
O -3.207 0.377 0.106  -0.45
O -0.965 -0.206 1.109  -0.45
S -2.225 -0.645 0.491  0.40
I 4.142 0.501 0.088  0.68
H 0.234 0.820 -0.976  0.06
H -2.962 -1.457 1.417  0.05
H 1.735 0.889 -1.910  0.02
H 1.774 0.231 1.103  0.00

Cartesian forces (eV/Å) of the 2 atoms listed first:
C -0.31 -1.33 1.03
C -0.54 1.22 -0.04


DFT (ωB97M-V/def2-TZVPD) results for a structure of composition C2H4LiOPt.

Properties
Max |F|, eV Å⁻¹: 7.3
Kohn-Sham gap (spin up / spin down), eV: 3.74 / 7.36
HOMO energy (spin up / spin down), eV: -4.86 / -8.47
⟨S²⟩: 3.76
Energy above the lowest of the compared OMol25 structures with the same formula, charge and spin, kJ/mol: 0.0
2S+1: 4

Last column: Löwdin spin population.
CARTESIAN COORDINATES (ANGSTROEM)
O -0.992 -0.495 -0.774  0.46
Li -1.808 -0.675 -2.296  0.14
Pt -1.251 -1.142 0.887  2.03
C 0.307 0.324 -0.355  0.03
C 0.560 0.096 1.100  0.28
H 1.122 -0.053 -0.998  0.00
H 0.113 1.381 -0.609  0.00
H 0.450 0.996 1.724  0.02
H 1.499 -0.432 1.322  0.02

Cartesian forces (eV/Å) of the 2 atoms listed first:
O 3.16 3.68 -4.89
Li -0.13 -0.18 0.34